Entry 1:
Density functional theory data (the ωB97M-V functional and the def2-TZVPD basis) for a cluster of 16 separate species, C18H65F3N28O17 in total.

Atoms and positions in Å:
O: 3.57 25.08 -2.36
H: 4.26 24.47 -2.65
H: 2.69 24.91 -2.70
H: 3.87 25.98 -2.47
C: 5.52 23.52 -4.53
O: 4.14 23.31 -4.41
O: 5.75 23.87 -3.16
C: 6.41 22.48 -5.40
F: 6.53 21.24 -5.04
F: 6.08 22.51 -6.67
F: 7.69 22.95 -5.53
C: 3.36 22.91 -5.56
C: 1.91 22.75 -5.03
H: 1.47 22.37 -5.95
H: 1.73 22.07 -4.19
H: 1.64 23.72 -4.62
H: 3.68 21.99 -6.04
H: 3.31 23.80 -6.20
H: 5.60 24.49 -5.01
C: 3.14 27.80 -5.86
O: 3.18 26.56 -5.85
N: 3.68 28.63 -6.66
N: 2.58 28.44 -4.85
H: 3.53 29.59 -6.39
H: 4.26 28.34 -7.44
H: 2.14 27.94 -4.09
H: 2.79 29.43 -4.91
C: 8.54 19.23 -3.04
O: 7.54 18.58 -3.41
N: 8.41 20.41 -2.44
N: 9.73 18.84 -3.25
H: 9.14 21.07 -2.21
H: 7.60 20.99 -2.58
H: 10.49 19.25 -2.72
H: 9.85 18.04 -3.86
C: 0.47 19.36 -5.34
O: -0.50 19.76 -5.89
N: 1.63 19.88 -5.56
N: 0.44 18.41 -4.47
H: 2.36 19.37 -5.08
H: 1.85 20.73 -6.07
H: -0.43 17.90 -4.51
H: 1.20 18.42 -3.80
C: 4.67 22.00 0.14
O: 4.05 21.26 0.90
N: 4.16 22.25 -0.98
N: 5.96 22.25 0.04
H: 3.28 21.77 -1.11
H: 4.57 22.68 -1.80
H: 6.35 22.76 -0.74
H: 6.57 21.63 0.55
C: 1.17 20.50 -1.11
O: 1.85 21.11 -1.94
N: 0.37 19.54 -1.39
N: 1.27 20.44 0.18
H: -0.12 19.13 -0.61
H: 0.14 19.46 -2.37
H: 0.55 20.04 0.77
H: 1.90 21.01 0.72
C: 4.30 18.68 -3.32
O: 4.61 17.68 -3.98
N: 4.97 19.70 -3.00
N: 3.16 18.86 -2.92
H: 4.61 20.60 -2.73
H: 5.96 19.53 -3.07
H: 2.73 17.94 -2.94
H: 2.79 19.72 -2.54
C: 11.70 22.93 -3.97
O: 12.56 23.23 -3.18
N: 10.41 23.17 -3.86
N: 11.95 22.20 -5.04
H: 9.99 23.81 -3.20
H: 9.77 22.82 -4.55
H: 11.37 22.25 -5.86
H: 12.86 21.76 -5.02
C: 5.72 27.64 -2.56
O: 4.93 27.15 -1.80
N: 5.62 28.82 -3.13
N: 6.91 27.21 -2.79
H: 6.32 29.17 -3.77
H: 4.78 29.35 -2.94
H: 7.50 27.72 -3.43
H: 6.93 26.20 -2.73
C: 9.32 19.16 -6.38
O: 10.50 18.81 -6.29
N: 8.92 20.29 -6.73
N: 8.36 18.25 -6.28
H: 7.97 20.23 -7.06
H: 9.50 21.03 -7.11
H: 8.60 17.35 -5.88
H: 7.48 18.74 -6.17
C: 8.54 23.66 -9.04
O: 7.81 22.82 -9.57
N: 8.40 24.17 -7.86
N: 9.25 24.51 -9.71
H: 7.96 23.50 -7.24
H: 9.12 24.83 -7.61
H: 9.14 25.40 -9.25
H: 9.40 24.30 -10.68
C: 0.94 24.60 -8.26
O: 1.75 23.72 -8.35
N: -0.28 24.29 -8.65
N: 1.09 25.79 -7.66
H: -1.07 24.57 -8.09
H: -0.36 23.32 -8.93
H: 1.95 26.07 -7.20
H: 0.26 26.31 -7.39
C: 5.13 25.93 -9.09
O: 4.65 27.02 -8.79
N: 4.95 24.85 -8.43
N: 6.01 25.76 -10.04
H: 5.57 24.06 -8.54
H: 4.37 24.86 -7.61
H: 6.22 26.43 -10.78
H: 6.29 24.80 -10.13
C: -1.68 23.86 -5.41
O: -2.11 24.66 -6.17
N: -0.89 24.06 -4.43
N: -1.69 22.55 -5.72
H: -0.65 25.03 -4.34
H: -0.61 23.26 -3.88
H: -1.54 21.85 -5.01
H: -2.24 22.39 -6.55
C: 9.17 23.60 -0.69
O: 9.08 22.41 -0.82
N: 8.46 24.39 -1.30
N: 10.02 24.15 0.06
H: 8.29 25.30 -0.88
H: 7.88 24.07 -2.07
H: 10.52 23.51 0.65
H: 9.87 25.08 0.42

multiplicity	2
gap between HOMO and LUMO (spin up / spin down)	0.08218 / 0.31944	Ha
lowest unoccupied orbital energy (spin up / spin down)	1.729 / 1.733	eV
E_HOMO (spin up / spin down)	-0.507 / -6.959	eV
charge	-1

***

Entry 2:
Density functional theory data (the ωB97M-V functional and the def2-TZVPD basis) for a structure of composition C18H6Cl5F6N2S2Tc.

Atoms and positions in Å:
Tc: -0.03 0.26 0.22
Cl: -2.22 2.55 -1.08
C: -2.00 1.14 -2.03
C: -1.12 0.17 -1.55
C: -0.93 -0.98 -2.34
Cl: 1.98 -0.11 -1.93
C: -1.57 -1.14 -3.56
Cl: -1.29 -2.55 -4.50
C: -2.45 -0.15 -4.02
Cl: -3.25 -0.34 -5.51
C: -2.67 1.00 -3.25
Cl: -3.74 2.21 -3.81
F: 3.19 -5.10 -0.18
C: 3.07 -3.91 0.42
F: 2.57 -4.11 1.64
F: 4.31 -3.42 0.57
C: 2.21 -2.97 -0.39
C: 2.36 -2.79 -1.71
C: 1.46 -1.79 -2.38
C: 0.06 -1.96 -1.77
N: 0.23 -1.61 -0.38
C: 1.27 -2.08 0.29
S: 1.59 -1.26 1.73
H: 3.10 -3.32 -2.28
H: 1.47 -1.85 -3.47
H: -0.27 -3.00 -1.90
F: -1.91 2.85 5.54
C: -1.83 2.00 4.52
F: -1.37 0.83 5.01
F: -3.07 1.77 4.09
C: -0.92 2.50 3.42
C: -0.09 3.60 3.58
C: 0.78 3.93 2.55
C: 0.83 3.13 1.42
N: 0.04 2.07 1.27
C: -0.85 1.77 2.24
S: -1.78 0.37 1.78
H: -0.13 4.18 4.49
H: 1.42 4.79 2.64
H: 1.52 3.34 0.60

multiplicity	2
gap between HOMO and LUMO (spin up / spin down)	0.20457 / 0.22762	Ha
lowest unoccupied orbital energy (spin up / spin down)	-6.491 / -5.866	eV
E_HOMO (spin up / spin down)	-12.058 / -12.060	eV
charge	+1

***

Entry 3:
Density functional theory data (the ωB97M-V functional and the def2-TZVPD basis) for a cluster of 18 separate species, C18H70N3O20S3 in total.

Atoms and positions in Å:
C: -1.10 -1.65 5.41
C: -1.53 -0.18 5.94
C: -2.42 0.67 4.86
C: -3.70 -0.13 4.29
N: -3.80 -0.20 2.79
C: -2.54 -0.67 2.14
C: -2.84 -1.34 0.69
C: -1.88 -0.80 -0.49
C: -1.29 -2.02 -1.43
S: 0.28 -1.34 -2.22
C: 0.97 -2.50 -3.49
C: 2.60 -2.41 -3.65
N: 3.04 -1.38 -4.64
C: 3.29 -0.04 -4.00
C: 3.19 1.07 -5.20
C: 4.38 -1.83 -5.17
C: 4.65 -1.74 -6.77
O: 5.34 -2.27 -4.41
O: 1.41 -1.21 -0.94
N: 1.45 -2.42 -0.32
O: 1.73 -2.31 0.84
C: -4.32 1.05 2.19
S: -3.44 2.40 1.73
S: -6.19 1.07 1.90
C: -6.94 2.56 2.72
C: -7.51 2.27 4.22
C: -7.80 3.67 5.01
H: -1.92 -2.22 4.84
H: -0.84 -2.29 6.34
H: -0.18 -1.61 4.68
H: -2.18 -0.28 6.89
H: -0.54 0.38 6.17
H: -2.84 1.57 5.48
H: -1.74 1.14 4.06
H: -4.66 0.43 4.65
H: -3.81 -1.21 4.69
H: -1.73 0.16 2.01
H: -2.01 -1.50 2.78
H: -2.63 -2.48 0.79
H: -3.95 -1.17 0.44
H: -2.51 -0.14 -1.18
H: -0.95 -0.23 -0.12
H: -2.07 -2.32 -2.23
H: -1.10 -2.96 -0.79
H: 0.66 -3.60 -3.28
H: 0.53 -2.26 -4.54
H: 3.14 -2.30 -2.64
H: 2.90 -3.46 -4.09
H: 4.32 0.03 -3.45
H: 2.50 0.20 -3.18
H: 4.24 1.26 -5.68
H: 2.48 0.60 -5.99
H: 2.74 2.06 -4.85
H: 4.86 -2.81 -7.17
H: 3.75 -1.28 -7.35
H: 5.59 -1.09 -6.92
H: -6.25 3.50 2.71
H: -7.87 2.87 2.09
H: -8.57 1.79 4.09
H: -6.88 1.53 4.82
H: -7.19 4.53 4.51
H: -8.93 3.96 4.95
H: -7.50 3.63 6.13
O: 2.20 -4.42 2.74
H: 2.98 -4.29 3.30
H: 2.21 -3.67 2.13
O: 4.26 -5.23 -4.01
H: 4.83 -5.88 -4.44
H: 4.77 -4.41 -4.04
O: 4.85 -3.85 4.14
H: 5.42 -4.51 3.72
H: 5.37 -3.03 4.10
O: -1.93 2.12 -2.36
H: -2.33 2.12 -1.49
H: -2.44 2.77 -2.86
O: 7.06 1.66 -5.66
H: 7.33 1.89 -4.75
H: 6.59 0.83 -5.56
O: -9.52 3.87 0.62
H: -10.15 3.15 0.75
H: -9.24 3.77 -0.30
O: -8.65 6.32 6.28
H: -9.05 6.33 7.16
H: -9.17 6.96 5.78
O: -4.53 -1.26 -2.81
H: -5.16 -1.98 -2.69
H: -4.24 -1.35 -3.73
O: -2.79 4.67 -4.20
H: -3.73 4.41 -4.18
H: -2.81 5.63 -4.11
O: 8.56 4.22 -5.28
H: 8.04 3.42 -5.45
H: 9.36 3.89 -4.84
O: 0.90 -0.57 7.69
H: 1.47 -1.22 7.26
H: 1.42 0.25 7.65
O: -5.48 6.85 5.94
H: -6.44 6.74 6.06
H: -5.27 7.61 6.50
O: 11.36 5.22 -4.02
H: 10.95 5.22 -3.14
H: 10.85 5.87 -4.52
O: 6.96 -5.15 2.57
H: 7.72 -5.46 3.08
H: 7.34 -4.73 1.80
O: 7.65 -2.64 1.93
H: 6.75 -2.41 1.65
H: 7.64 -2.47 2.88
O: -2.41 -1.80 -5.12
H: -1.84 -2.45 -5.56
H: -1.89 -0.98 -5.16
O: 6.44 -5.07 -5.96
H: 7.37 -5.30 -5.90
H: 6.33 -4.38 -5.28

gap between HOMO and LUMO	0.20762	Ha
lowest unoccupied orbital energy	-4.371	eV
E_HOMO	-10.021	eV
charge	+1

***

Entry 4:
Density functional theory data (the ωB97M-V functional and the def2-TZVPD basis) for a structure of composition C18H9AuBrCl4N2O2.

Atoms and positions in Å:
Au: 0.11 -1.65 -1.24
Cl: -2.23 3.98 -0.45
C: -0.74 2.98 -0.74
C: 1.44 3.02 -0.97
Cl: 2.97 3.69 -0.77
C: 1.42 1.42 -1.28
Cl: 2.65 0.25 -0.85
C: 1.39 1.64 -2.78
O: 2.12 1.17 -3.61
C: -1.01 1.78 -2.87
O: -1.69 1.21 -3.63
C: -1.06 1.64 -1.31
Cl: -2.70 1.04 -0.98
Br: -1.21 -6.79 3.14
C: -0.64 -5.12 2.52
C: -1.02 -5.05 1.22
C: -1.04 -3.78 0.73
C: -0.34 -2.75 1.48
C: 0.24 -3.00 2.74
C: 0.04 -4.30 3.35
N: -0.24 -1.52 0.78
C: -0.01 -0.38 1.40
C: 0.20 0.91 0.68
C: 0.34 2.05 1.28
C: 0.42 3.18 0.28
C: 0.30 3.53 -1.88
C: 0.31 2.59 -3.11
N: 0.10 0.82 -0.83
H: -1.28 -5.91 0.74
H: -1.35 -3.58 -0.29
H: 0.77 -2.32 3.42
H: 0.21 -4.51 4.35
H: 0.02 -0.30 2.43
H: 0.36 2.18 2.39
H: 0.36 4.21 0.64
H: 0.09 4.55 -1.89
H: 0.72 3.12 -4.06

multiplicity	3
gap between HOMO and LUMO (spin up / spin down)	0.18316 / 0.20186	Ha
lowest unoccupied orbital energy (spin up / spin down)	-4.644 / -7.037	eV
E_HOMO (spin up / spin down)	-9.628 / -12.530	eV
charge	+1

***

Entry 5:
Density functional theory data (the ωB97M-V functional and the def2-TZVPD basis) for a cluster of 15 separate species, C18H9BCl56NO3 in total.

Atoms and positions in Å:
C: -1.55 -0.88 7.43
C: -2.88 -0.60 6.75
B: -2.96 0.85 6.17
O: -3.95 1.65 6.65
C: -1.94 1.32 5.07
N: -1.85 2.77 4.84
C: -2.24 0.52 3.81
O: -3.40 0.02 3.74
O: -1.36 0.42 2.99
H: -0.79 -0.96 6.68
H: -1.59 -1.82 7.96
H: -1.26 -0.09 8.09
H: -3.70 -0.72 7.42
H: -2.95 -1.25 5.89
H: -4.33 2.18 5.95
H: -0.97 1.01 5.41
H: -1.02 2.94 4.30
H: -2.65 3.09 4.31
C: -3.12 -0.56 -0.07
Cl: -1.97 0.77 -0.04
Cl: -4.76 0.10 0.07
Cl: -2.98 -1.41 -1.62
Cl: -2.81 -1.64 1.26
C: 1.39 2.90 -1.33
Cl: 1.99 1.27 -1.59
Cl: 0.21 2.88 -0.04
Cl: 2.73 3.98 -0.90
Cl: 0.62 3.47 -2.82
C: -4.83 -0.20 -5.37
Cl: -6.46 -0.36 -6.04
Cl: -4.90 0.15 -3.66
Cl: -3.95 -1.72 -5.62
Cl: -3.98 1.10 -6.21
C: 4.50 -1.48 -2.93
Cl: 3.47 -1.29 -4.34
Cl: 5.67 -2.79 -3.21
Cl: 5.38 0.02 -2.64
Cl: 3.48 -1.83 -1.55
C: -6.11 -1.75 9.95
Cl: -4.71 -2.71 10.44
Cl: -7.02 -1.27 11.39
Cl: -5.59 -0.33 9.07
Cl: -7.15 -2.74 8.91
C: -0.72 -5.36 9.34
Cl: 0.29 -5.85 10.71
Cl: 0.29 -4.75 8.05
Cl: -1.64 -6.76 8.77
Cl: -1.84 -4.10 9.86
C: -5.00 -5.01 3.58
Cl: -6.64 -5.21 2.94
Cl: -5.10 -4.50 5.27
Cl: -4.15 -6.56 3.48
Cl: -4.15 -3.79 2.64
C: -2.71 5.59 -3.84
Cl: -1.53 6.91 -3.88
Cl: -4.34 6.27 -3.81
Cl: -2.51 4.60 -5.28
Cl: -2.45 4.61 -2.41
C: 2.77 1.23 -7.30
Cl: 1.79 1.75 -5.94
Cl: 4.47 1.23 -6.83
Cl: 2.30 -0.41 -7.79
Cl: 2.54 2.33 -8.66
C: 3.34 -5.83 -0.34
Cl: 3.78 -7.53 -0.51
Cl: 1.65 -5.62 -0.76
Cl: 3.60 -5.31 1.33
Cl: 4.34 -4.84 -1.41
C: 3.45 -9.59 -3.85
Cl: 4.61 -8.26 -3.90
Cl: 1.85 -8.95 -3.48
Cl: 3.42 -10.40 -5.42
Cl: 3.93 -10.74 -2.60
C: 4.82 6.11 -4.08
Cl: 4.78 6.82 -5.69
Cl: 5.01 7.39 -2.88
Cl: 3.30 5.28 -3.79
Cl: 6.18 4.99 -3.96
C: 9.50 3.10 -7.19
Cl: 9.76 1.48 -6.52
Cl: 8.82 2.96 -8.81
Cl: 8.40 3.99 -6.15
Cl: 11.05 3.95 -7.28
C: 1.01 8.76 -7.22
Cl: 1.97 10.24 -7.29
Cl: -0.69 9.17 -7.01
Cl: 1.21 7.86 -8.73
Cl: 1.55 7.77 -5.88

gap between HOMO and LUMO	0.21114	Ha
lowest unoccupied orbital energy	1.130	eV
E_HOMO	-4.615	eV
charge	-1

***

Entry 6:
Density functional theory data (the ωB97M-V functional and the def2-TZVPD basis) for a structure of composition C18H9BrCl5N5O3Ru.

Atoms and positions in Å:
Ru: 0.22 -0.40 0.04
Br: -1.67 1.17 2.48
C: -1.27 -0.61 2.85
C: -1.83 -1.28 3.93
C: -1.39 -2.57 4.17
C: -0.42 -3.14 3.37
C: 0.06 -2.41 2.31
N: -0.37 -1.17 2.04
C: 1.13 -2.88 1.37
O: 1.79 -3.86 1.60
O: 1.26 -2.09 0.33
H: -2.56 -0.79 4.56
H: -1.81 -3.13 5.01
H: -0.03 -4.14 3.53
N: -2.97 -0.37 -2.58
C: -3.77 0.08 -1.55
C: -2.99 0.09 -0.44
N: -1.73 -0.36 -0.76
C: -1.76 -0.61 -2.06
C: -0.54 -1.07 -2.67
N: 0.51 -1.11 -1.88
C: 1.56 -1.56 -2.63
C: 1.12 -1.80 -3.89
N: -0.22 -1.48 -3.91
H: -3.26 -0.48 -3.53
H: -4.80 0.37 -1.70
H: -3.27 0.38 0.56
H: 2.54 -1.70 -2.20
H: 1.63 -2.16 -4.77
H: -0.83 -1.57 -4.70
Cl: 3.88 5.75 1.10
C: 2.92 4.43 0.54
C: 2.93 3.23 1.23
Cl: 3.88 3.01 2.64
C: 2.15 2.19 0.76
Cl: 2.12 0.64 1.54
C: 1.32 2.30 -0.35
O: 0.55 1.31 -0.78
C: 1.33 3.51 -1.04
Cl: 0.34 3.66 -2.44
C: 2.13 4.57 -0.60
Cl: 2.12 6.05 -1.47

multiplicity	2
gap between HOMO and LUMO (spin up / spin down)	0.26718 / 0.26579	Ha
lowest unoccupied orbital energy (spin up / spin down)	-3.540 / -3.750	eV
E_HOMO (spin up / spin down)	-10.811 / -10.982	eV
charge	+1

***

Entry 7:
Density functional theory data (the ωB97M-V functional and the def2-TZVPD basis) for a structure of composition C19H10Cl3N4O5Ru.

Atoms and positions in Å:
Ru: -0.09 -0.79 0.25
O: 0.71 6.28 -0.17
C: 1.67 5.51 -0.07
O: 2.90 5.69 0.03
C: 1.26 4.01 -0.03
C: -0.07 3.63 -0.14
C: -0.40 2.29 -0.11
N: 0.54 1.34 0.02
C: 1.83 1.69 0.10
C: 2.23 3.02 0.09
C: 2.78 0.56 0.21
C: 4.16 0.73 0.15
C: 4.98 -0.37 0.27
C: 4.41 -1.62 0.45
C: 3.03 -1.72 0.50
N: 2.24 -0.66 0.37
C: -1.78 1.79 -0.27
C: -2.90 2.60 -0.21
C: -4.15 2.02 -0.42
C: -4.24 0.67 -0.69
C: -3.08 -0.08 -0.72
N: -1.88 0.47 -0.52
H: -0.79 4.43 -0.27
H: 3.25 3.34 0.16
H: 4.57 1.72 0.01
H: 6.05 -0.26 0.22
H: 5.01 -2.51 0.56
H: 2.54 -2.67 0.64
H: -2.80 3.65 0.00
H: -5.04 2.63 -0.37
H: -5.19 0.19 -0.86
H: -3.08 -1.14 -0.92
Cl: 0.61 -3.65 -3.74
C: 0.01 -4.18 -2.17
Cl: 1.00 -5.50 -1.57
Cl: -1.68 -4.72 -2.31
C: 0.01 -2.99 -1.20
O: -0.51 -1.91 -1.61
O: 0.48 -3.10 -0.06
O: -2.32 -3.01 2.93
C: -1.67 -2.17 2.43
N: -1.03 -1.27 1.94

multiplicity	6
gap between HOMO and LUMO (spin up / spin down)	0.25561 / 0.21106	Ha
lowest unoccupied orbital energy (spin up / spin down)	-1.333 / -2.544	eV
E_HOMO (spin up / spin down)	-8.289 / -8.287	eV